{"formula": "C34H55GdN3OPS4Si", "method": "ωB97M-V/def2-TZVPD", "e_lumo_ev": [-4.170, -5.977], "multiplicity": 8, "e_homo_ha": [-0.473, -0.470], "e_tot_ha": -4557.017180, "total_charge": 2, "s2": 16.117, "orbital_gap_ev": [8.69, 6.80], "species": ["Gd", "C", "C", "S", "C", "C", "S", "C", "C", "S", "C", "C", "S", "H", "H", "H", "H", "H", "H", "H", "H", "H", "H", "H", "H", "H", "H", "H", "H", "C", "Si", "C", "N", "C", "C", "C", "C", "C", "C", "C", "C", "C", "C", "C", "C", "C", "C", "C", "C", "C", "H", "H", "H", "H", "H", "H", "H", "H", "H", "H", "H", "H", "H", "H", "H", "H", "H", "H", "H", "H", "H", "H", "H", "H", "C", "N", "C", "C", "N", "C", "H", "H", "H", "H", "H", "H", "C", "P", "C", "C", "O", "H", "H", "H", "H", "H", "H", "H", "H", "H"], "coordinates": [[-0.1480, 0.3425, -0.0290], [0.8102, -3.8197, -1.5985], [0.3570, -3.0092, -2.7937], [-0.9272, -1.7735, -2.4123], [-2.3187, -2.8462, -1.8727], [-3.5488, -2.0071, -1.5860], [-3.3227, -0.7621, -0.2624], [-3.8621, -1.7152, 1.2079], [-2.9589, -2.8640, 1.5984], [-1.2244, -2.3010, 1.8364], [-0.3896, -3.9151, 1.5773], [1.0699, -3.7302, 1.2292], [1.3831, -2.7035, -0.2492], [1.6484, -4.4503, -1.8914], [0.0103, -4.4555, -1.2258], [-0.0302, -3.6571, -3.5812], [1.1782, -2.4108, -3.1899], [-1.9969, -3.3961, -0.9909], [-2.5337, -3.5465, -2.6815], [-4.3788, -2.6460, -1.2859], [-3.8382, -1.4409, -2.4714], [-4.8683, -2.0800, 0.9999], [-3.9112, -0.9846, 2.0111], [-2.9735, -3.6483, 0.8431], [-3.2958, -3.2891, 2.5446], [-0.9224, -4.4578, 0.7960], [-0.4749, -4.4805, 2.5049], [1.5476, -4.6956, 1.0693], [1.5809, -3.2064, 2.0351], [1.6109, 0.1951, 1.7143], [1.1344, 0.7504, 3.4696], [-0.0954, 2.2122, 3.1090], [-1.0794, 1.9606, 2.0271], [-2.2807, 1.2680, 2.5343], [-3.1981, 2.1094, 3.4357], [-3.5992, 3.4014, 2.7271], [-2.3377, 4.1399, 2.2925], [-1.5188, 3.2180, 1.3875], [2.5638, 1.3916, 4.5526], [2.9713, 0.6877, 5.6869], [4.0571, 1.0984, 6.4402], [4.7681, 2.2300, 6.0756], [4.3767, 2.9504, 4.9589], [3.2922, 2.5316, 4.2083], [0.2771, -0.6227, 4.4688], [0.8313, -1.9008, 4.4723], [0.2744, -2.9344, 5.2026], [-0.8605, -2.7058, 5.9618], [-1.4024, -1.4332, 6.0122], [-0.8321, -0.4041, 5.2817], [2.1111, -0.7785, 1.7660], [2.3911, 0.8921, 1.3692], [0.5184, 3.0568, 2.7965], [-0.5936, 2.5272, 4.0256], [-1.9473, 0.3711, 3.0658], [-2.8713, 0.9796, 1.6511], [-2.7024, 2.3523, 4.3768], [-4.0880, 1.5205, 3.6706], [-4.2001, 4.0254, 3.3879], [-4.2072, 3.1669, 1.8476], [-1.7578, 4.4450, 3.1644], [-2.6021, 5.0411, 1.7391], [-0.6285, 3.7395, 1.0186], [-2.1616, 2.9344, 0.5421], [2.4258, -0.1939, 5.9913], [4.3482, 0.5344, 7.3145], [5.6194, 2.5494, 6.6581], [4.9181, 3.8416, 4.6735], [3.0033, 3.1073, 3.3390], [1.7323, -2.0771, 3.9022], [0.7345, -3.9134, 5.2000], [-1.3147, -3.5120, 6.5182], [-2.2702, -1.2418, 6.6251], [-1.2460, 0.5884, 5.3754], [-2.8349, 2.1679, -5.1697], [-2.2673, 2.3361, -3.8565], [-2.0409, 3.5073, -3.2037], [-1.4650, 3.1765, -2.0117], [-1.3456, 1.8148, -1.9139], [-1.8296, 1.3527, -3.0564], [-3.2189, 3.1211, -5.5286], [-3.6557, 1.4491, -5.1423], [-2.0778, 1.8045, -5.8696], [-2.3226, 4.4571, -3.6087], [-1.1371, 3.8356, -1.2346], [-1.8790, 0.3201, -3.3447], [4.0551, 1.3521, -2.0645], [2.3602, 1.5031, -2.6915], [2.2649, 0.8700, -4.3989], [1.9946, 3.2872, -2.7940], [1.3980, 0.7689, -1.7918], [4.7646, 1.8368, -2.7247], [4.2973, 0.2970, -1.9671], [4.0968, 1.8194, -1.0822], [2.7298, 1.5620, -5.0938], [1.2132, 0.7501, -4.6520], [2.7597, -0.0941, -4.4771], [2.8258, 3.7947, -3.2709], [1.8747, 3.6804, -1.7874], [1.0861, 3.4611, -3.3649]], "forces_ev_per_angstrom": [[0.2, -0.9, 0.2], [0.2, 0.3, 0.5], [-0.3, 0.3, 0.2], [-0.3, -0.3, 0.1], [0.5, 0.2, -0.2], [0.3, 0.3, 0.3], [-0.3, -0.1, 0.1], [0.2, 0.2, -0.4], [0.5, 0.1, 0.1], [-0.4, -0.4, -0.2], [-0.2, 0.4, 0.1], [0.1, 0.3, -0.4], [0.0, -0.3, -0.2], [0.0, -0.1, 0.0], [0.0, 0.0, 0.0], [0.1, 0.0, 0.0], [0.0, -0.1, -0.1], [0.0, 0.0, 0.0], [0.0, 0.0, 0.0], [-0.1, 0.0, -0.1], [-0.1, -0.1, 0.0], [0.0, 0.1, 0.1], [-0.1, 0.1, 0.0], [0.0, 0.0, 0.0], [-0.1, 0.0, -0.1], [0.0, 0.0, 0.0], [0.0, -0.1, 0.0], [0.1, 0.0, 0.1], [0.1, -0.1, 0.0], [0.3, 0.3, 0.7], [-0.6, 0.3, 0.0], [0.4, -0.6, 0.2], [0.0, -0.1, -0.4], [-0.2, -0.2, 0.2], [0.0, 0.0, -0.3], [0.2, 0.0, 0.2], [-0.2, -0.2, -0.2], [-0.1, 0.3, 0.0], [-0.3, -0.2, -0.5], [-0.2, -0.1, -0.1], [0.1, 0.0, 0.1], [0.0, 0.0, 0.0], [0.1, 0.1, -0.1], [-0.1, 0.0, -0.1], [0.3, 0.4, -0.3], [0.1, 0.1, -0.1], [0.1, -0.2, 0.0], [-0.1, -0.1, 0.0], [-0.1, 0.0, 0.0], [0.1, 0.1, -0.1], [-0.2, -0.1, -0.3], [-0.1, 0.0, -0.1], [0.1, 0.1, 0.0], [0.0, 0.1, 0.1], [-0.1, 0.0, -0.1], [0.1, 0.0, 0.1], [0.0, -0.1, 0.1], [0.1, -0.1, 0.1], [-0.1, 0.0, 0.0], [0.0, 0.0, 0.0], [0.1, 0.0, 0.0], [0.1, 0.1, 0.0], [-0.1, -0.1, -0.1], [0.2, 0.1, 0.0], [0.0, -0.1, 0.1], [0.0, 0.0, 0.0], [0.0, 0.0, 0.0], [0.0, 0.0, 0.0], [0.0, 0.1, -0.1], [0.2, -0.1, -0.1], [0.0, -0.1, 0.0], [0.0, 0.0, 0.1], [-0.1, 0.0, 0.1], [-0.1, 0.2, 0.0], [-0.2, -0.2, -0.7], [0.2, -0.1, 0.4], [0.1, 0.3, 0.4], [-0.2, 0.2, -0.2], [0.0, 0.0, -0.1], [-0.1, -0.2, 0.2], [0.0, -0.1, 0.1], [0.1, 0.1, 0.0], [-0.1, 0.1, 0.1], [0.0, 0.2, -0.1], [0.0, 0.2, 0.1], [0.0, -0.1, -0.1], [-0.6, 0.0, -0.2], [0.5, 0.6, -0.6], [0.1, 0.1, 0.7], [0.1, -0.7, 0.1], [-0.5, -0.4, 0.8], [0.1, 0.1, -0.1], [0.1, -0.1, 0.0], [0.0, 0.0, 0.1], [0.1, 0.1, -0.1], [-0.1, 0.0, 0.0], [0.1, -0.1, 0.0], [0.1, 0.1, -0.1], [0.0, 0.1, 0.1], [-0.1, 0.0, 0.0]], "mulliken_spin": [6.491, -0.002, -0.001, -0.006, -0.003, -0.002, -0.006, -0.001, -0.001, 0.000, -0.002, -0.001, -0.001, 0.000, 0.000, 0.000, 0.001, 0.002, 0.000, 0.000, 0.000, 0.000, 0.000, 0.000, 0.000, 0.000, 0.000, 0.000, 0.000, 0.389, 0.045, -0.008, 0.069, -0.009, 0.001, 0.001, 0.000, -0.005, 0.016, 0.000, 0.000, 0.003, -0.001, -0.002, -0.007, 0.003, -0.001, 0.000, 0.000, 0.001, -0.015, -0.001, 0.001, -0.001, 0.000, -0.009, 0.000, 0.000, 0.000, 0.000, 0.000, 0.000, -0.003, -0.002, 0.000, 0.000, 0.000, 0.000, 0.001, 0.002, 0.000, 0.000, 0.000, 0.000, 0.000, 0.000, -0.002, -0.002, 0.013, -0.007, 0.000, 0.000, 0.000, 0.000, -0.002, 0.000, 0.001, 0.003, 0.000, 0.001, 0.062, 0.000, 0.000, 0.000, 0.000, 0.000, 0.000, 0.000, -0.001, 0.000]}


{"formula": "C30H38BrN2S2SiTc", "method": "ωB97M-V/def2-TZVPD", "e_lumo_ev": [2.475, 2.468], "multiplicity": 4, "e_homo_ha": [-0.122, -0.140], "e_tot_ha": -5016.105867, "total_charge": -1, "s2": 3.780, "orbital_gap_ev": [5.79, 6.27], "species": ["Tc", "C", "C", "S", "C", "C", "S", "H", "H", "H", "H", "H", "H", "C", "Si", "C", "C", "C", "C", "H", "H", "H", "H", "H", "H", "H", "H", "H", "C", "C", "C", "C", "C", "C", "N", "C", "C", "C", "C", "C", "C", "H", "H", "H", "H", "H", "H", "H", "H", "H", "H", "Br", "C", "C", "C", "C", "C", "N", "H", "H", "H", "H", "C", "C", "C", "C", "H", "H", "H", "H", "H", "H", "H", "H", "H"], "coordinates": [[0.4469, 0.0449, 0.1995], [3.1994, 1.4680, 3.7145], [2.1919, 1.3463, 2.6088], [2.4462, 0.1183, 1.4191], [1.0278, 2.0880, 2.6768], [0.6566, 2.9685, 3.8156], [-0.0400, 2.0013, 1.3763], [2.8570, 1.1224, 4.6860], [3.3822, 2.5383, 3.8499], [4.1602, 0.9656, 3.4434], [-0.1594, 2.5430, 4.4022], [0.3775, 3.9738, 3.4552], [1.6010, 3.1019, 4.3489], [-3.7569, 2.9524, -3.0351], [-1.9194, 2.8541, -3.4853], [-1.8141, 1.9286, -5.1103], [-1.1737, 4.5221, -3.7360], [-1.1204, 1.7994, -2.1830], [-0.5415, 1.0600, -1.3068], [-4.2886, 3.7664, -3.5761], [-3.8268, 3.1118, -1.9189], [-4.2831, 1.9858, -3.2449], [-2.4389, 2.3888, -5.8953], [-2.1727, 0.8583, -4.9610], [-0.7638, 1.9479, -5.4959], [-1.6806, 4.9704, -4.6499], [-0.0531, 4.5355, -3.8461], [-1.4206, 5.1973, -2.8811], [1.5483, -3.6010, 4.5493], [1.7796, -3.8134, 3.1889], [1.2667, -2.9188, 2.2004], [0.5321, -1.8127, 2.6151], [0.4242, -1.5138, 3.9956], [0.9210, -2.3913, 4.9508], [-0.3465, -1.1853, 1.7087], [-1.7386, -1.2266, 1.8854], [-2.5592, -0.3693, 1.0792], [-3.9358, -0.4701, 1.0763], [-4.5528, -1.2806, 2.0304], [-3.7535, -2.0976, 2.8804], [-2.3664, -2.1114, 2.7856], [1.8559, -4.3831, 5.2193], [2.3728, -4.6963, 2.8364], [1.3294, -3.1470, 1.1495], [-0.1140, -0.6198, 4.2753], [0.8359, -2.1456, 6.0159], [-2.0158, 0.3587, 0.4594], [-4.5269, 0.1558, 0.3625], [-5.6334, -1.2834, 2.1207], [-4.2139, -2.7414, 3.6725], [-1.7501, -2.8207, 3.3646], [2.6283, 3.4615, -1.0016], [3.3816, 1.8346, -1.6014], [4.6545, 1.9470, -2.1907], [5.2465, 0.8164, -2.7748], [4.5505, -0.4154, -2.6746], [3.3270, -0.4549, -2.0028], [2.7525, 0.6696, -1.5215], [5.1315, 2.9334, -2.2903], [6.1510, 0.9342, -3.3688], [4.9520, -1.3341, -3.0970], [2.7588, -1.3770, -1.8528], [-1.3463, -3.5337, -1.1528], [-1.0507, -2.0535, -1.5955], [-1.2954, -1.9588, -3.1260], [0.3100, -1.4996, -1.1878], [-2.3649, -3.7612, -1.4627], [-1.2995, -3.6892, -0.0936], [-0.6466, -4.2188, -1.6305], [-1.8144, -1.4409, -1.0886], [-0.5068, -2.4439, -3.7211], [-1.3324, -0.9088, -3.4520], [-2.2580, -2.4535, -3.3874], [0.7694, -0.8686, -1.9493], [1.0489, -2.2292, -0.8688]], "forces_ev_per_angstrom": [[0.8, -0.5, 1.9], [1.1, 0.1, -0.4], [-1.7, 0.7, 1.4], [0.5, 0.2, -0.2], [1.9, -1.5, -0.3], [1.0, 0.8, -0.4], [-1.6, 1.1, -1.0], [-0.1, -0.4, 0.1], [0.4, -0.1, 0.0], [-0.7, 0.4, 0.3], [0.2, 0.1, 0.2], [-0.2, -0.4, 0.1], [-0.6, 0.1, 0.8], [-0.3, 0.0, 0.7], [-0.3, -1.5, 0.5], [0.2, -0.9, -0.5], [0.2, 1.5, -0.1], [2.1, -2.2, 2.7], [-2.8, 3.2, -3.6], [0.3, -0.4, 0.4], [-0.1, 0.0, -1.1], [0.5, 0.7, 0.1], [0.1, -0.1, 0.3], [0.6, 1.3, -0.3], [-0.7, -0.3, 0.3], [0.8, -0.4, 0.9], [-1.1, -0.1, -0.1], [0.2, -0.4, -0.5], [-0.1, 0.9, -0.9], [0.1, 0.3, -1.1], [0.3, -0.8, 1.7], [-1.5, -0.8, 0.6], [0.5, -0.5, -0.3], [0.4, -0.6, -0.1], [0.0, 1.2, -1.2], [0.5, 0.4, -0.3], [1.2, -0.4, 0.2], [-0.2, 0.5, 0.1], [0.4, -0.8, 0.6], [-0.8, 0.1, 0.1], [0.1, -0.1, -0.2], [0.1, 0.1, 0.5], [-0.8, 0.8, 0.5], [0.1, 0.0, -0.1], [-0.1, 0.1, 0.1], [-0.1, -0.2, -0.4], [-0.7, -0.4, 0.1], [0.5, -0.6, 0.8], [0.1, -0.1, 0.0], [0.2, 0.6, -0.9], [-0.5, 0.5, -0.2], [-0.3, -0.4, 0.2], [1.0, -1.1, -0.7], [0.3, -0.1, -0.6], [-1.4, -0.1, 0.4], [0.3, 0.4, 0.2], [0.5, 1.1, -0.1], [-0.2, 0.3, 0.1], [-0.3, -0.6, 0.2], [-0.1, -0.2, 0.3], [0.0, 0.2, 0.1], [0.3, 0.3, -0.2], [0.3, 1.2, -0.7], [-0.5, -0.8, -0.2], [-0.4, 0.0, 0.1], [0.0, 0.2, -0.5], [0.0, -0.2, -0.1], [0.2, 0.1, 0.7], [0.0, -0.1, -0.1], [0.1, -0.2, -0.4], [-0.1, 0.0, 0.3], [0.0, -0.2, 0.2], [0.5, 0.4, 0.1], [-0.1, -0.6, -0.8], [0.0, -0.6, 0.1]], "mulliken_spin": [2.587, -0.001, 0.074, 0.048, 0.021, 0.004, 0.116, 0.002, 0.002, 0.000, 0.000, -0.001, 0.000, 0.003, 0.006, 0.003, 0.002, 0.326, -0.226, 0.000, 0.000, 0.000, 0.000, 0.000, 0.000, 0.000, 0.000, 0.000, 0.006, -0.004, -0.004, -0.011, -0.001, -0.002, -0.058, -0.037, 0.152, 0.001, 0.032, -0.016, 0.019, 0.001, 0.001, -0.008, 0.004, 0.000, -0.086, 0.001, 0.003, -0.001, 0.002, 0.000, -0.001, 0.001, 0.000, -0.002, 0.006, 0.015, -0.001, 0.000, 0.000, -0.008, -0.004, 0.025, 0.008, 0.110, 0.001, 0.002, 0.000, -0.007, 0.000, -0.005, 0.001, -0.049, -0.050]}